# 1
{
  "formula": "C8H15GaIO4",
  "method": "ωB97M-V with the def2-TZVPD basis set",
  "homo_ev": -4.345,
  "energy_ev": -77207.69272,
  "charge": -1,
  "species": ["C", "C", "O", "O", "C", "C", "Ga", "I", "H", "H", "H", "H", "H", "H", "H", "H", "H", "O", "C", "O", "C", "C", "C", "H", "H", "H", "H", "H", "H"],
  "positions_angstrom": [[-0.2425, -5.4297, -0.8014], [1.2377, -5.5316, -1.0646], [1.9282, -6.2919, -0.4406], [1.7458, -4.7427, -2.0232], [1.6828, -3.2820, -1.7054], [2.0668, -2.9263, -0.3032], [2.6699, -0.9874, -0.1051], [0.6856, 0.6068, -0.7507], [-0.7839, -5.8560, -1.6476], [-0.4761, -5.9388, 0.1267], [-0.5322, -4.3801, -0.7598], [2.3073, -2.8212, -2.4651], [0.6442, -2.9921, -1.8784], [1.2222, -3.0471, 0.3777], [2.9096, -3.5375, 0.0265], [2.9413, -0.7461, 1.4643], [4.0384, -0.6664, -0.8725], [-0.4275, 2.8862, 0.3601], [-1.0507, 3.8420, 0.6959], [-0.4944, 5.0810, 0.8601], [-1.4673, 5.9977, 1.3719], [-2.8215, 5.4024, 1.0004], [-2.5294, 3.9035, 1.0468], [-1.3339, 6.0770, 2.4541], [-1.3004, 6.9758, 0.9254], [-3.6264, 5.7221, 1.6606], [-3.0862, 5.6934, -0.0172], [-2.6654, 3.4887, 2.0462], [-3.1144, 3.3393, 0.3269]],
  "forces_ev_per_angstrom": [[0.0, 0.4, -0.4], [0.0, 0.1, 0.5], [0.2, -0.4, -0.1], [0.2, 0.2, 0.0], [-0.7, -0.1, 0.1], [0.1, 0.3, -0.3], [0.4, -0.3, 0.6], [0.5, -1.1, -0.6], [0.0, -0.2, 0.1], [-0.1, 0.0, 0.0], [-0.1, 0.0, 0.2], [0.1, -0.2, -0.1], [0.1, 0.3, -0.2], [0.1, -0.2, 0.1], [0.0, 0.0, 0.1], [-0.2, 0.1, 0.0], [-0.2, 0.0, -0.3], [-0.4, 1.2, 0.4], [-0.1, -0.3, 0.2], [0.0, 0.1, 0.0], [-0.1, 0.0, 0.0], [-0.1, -0.1, 0.1], [-0.1, 0.5, -0.2], [0.0, 0.0, 0.0], [0.1, 0.0, 0.0], [0.0, 0.0, 0.1], [0.0, 0.0, 0.0], [0.0, -0.1, 0.0], [0.1, -0.2, 0.1]]
}

***

# 2
{
  "formula": "C3H4N4",
  "method": "ωB97M-V with the def2-TZVPD basis set",
  "smiles": "[H]/N=N/c1cn[nH]c1",
  "homo_ev": -9.196,
  "de_lowest_kcal_mol": 106.9,
  "energy_ev": -9132.22021,
  "charge": 0,
  "species": ["H", "N", "N", "C", "C", "N", "N", "C", "H", "H", "H"],
  "positions_angstrom": [[-1.6214, 0.2075, -2.9637], [-0.8780, -0.3466, -2.2972], [-1.1941, 0.5430, -1.2739], [-0.3225, 0.2533, -0.2259], [0.9641, -0.3026, -0.3365], [1.6375, -0.4850, 0.8423], [0.7738, 0.0670, 1.6699], [-0.3664, 0.3397, 1.2138], [1.4303, -0.7539, -1.2085], [0.7547, -0.0007, 2.6562], [-1.1778, 0.4784, 1.9234]],
  "forces_ev_per_angstrom": [[2.3, -2.5, 0.8], [-4.7, 6.8, 1.9], [2.0, -4.5, -2.9], [1.4, -0.7, 2.8], [2.0, -1.6, 0.0], [-0.5, 0.9, -2.6], [1.4, -1.4, 2.9], [-5.3, 2.4, -3.5], [-0.1, 0.6, 0.0], [1.5, -0.4, 1.1], [0.0, 0.5, -0.4]]
}

***

# 3
{
  "formula": "BrH3NP",
  "method": "ωB97M-V with the def2-TZVPD basis set",
  "homo_ev": [-8.841, -8.843],
  "de_lowest_kcal_mol": 86.1,
  "energy_ev": -80866.75875,
  "charge": 0,
  "species": ["N", "P", "Br", "H", "H", "H"],
  "positions_angstrom": [[0.7440, 0.2258, 0.4970], [-1.5561, -1.3710, -0.2639], [-2.9474, 0.3159, 0.1461], [0.9427, -0.2497, 1.4105], [0.0122, 0.9974, 0.6968], [-1.3152, -0.6768, -1.3920]],
  "forces_ev_per_angstrom": [[-2.9, -0.5, 0.1], [1.5, 1.5, 1.9], [-0.3, -0.2, 0.4], [-0.5, 0.6, -0.7], [1.4, -1.6, 0.0], [0.7, 0.2, -1.7]]
}

***

# 4
{
  "formula": "C10H14FN3",
  "method": "ωB97M-V with the def2-TZVPD basis set",
  "smiles": "CN1CCN(c2ncccc2F)CC1",
  "homo_ev": -8.093,
  "de_lowest_kcal_mol": 32.3,
  "energy_ev": -17780.99276,
  "charge": 0,
  "species": ["C", "N", "C", "C", "N", "C", "N", "C", "C", "C", "C", "F", "C", "C", "H", "H", "H", "H", "H", "H", "H", "H", "H", "H", "H", "H", "H", "H"],
  "positions_angstrom": [[-0.6289, -2.9665, 1.1429], [-1.0410, -2.5102, -0.3203], [-1.9910, -1.4433, -0.1966], [-1.4202, -0.0499, 0.2301], [-0.0620, 0.1493, -0.2867], [0.5337, 1.4065, -0.0952], [-0.2529, 2.2112, 0.6367], [0.1997, 3.4099, 1.1535], [1.5329, 3.8388, 0.8697], [2.2741, 2.8801, 0.0789], [1.8165, 1.6661, -0.2350], [2.6101, 0.6832, -0.6522], [0.1475, -0.7100, -1.5395], [0.0507, -2.2567, -1.2462], [0.1541, -3.7524, 0.9054], [0.0057, -2.1503, 1.4936], [-1.5784, -3.4848, 1.7191], [-2.6127, -1.4589, -1.0900], [-2.6604, -1.6671, 0.6173], [-1.4189, -0.0808, 1.2623], [-2.1859, 0.7242, -0.1493], [-0.5373, 3.9214, 1.7749], [2.2100, 4.7336, 1.3065], [3.3031, 3.3928, -0.2303], [-0.6842, -0.6145, -2.3626], [1.0749, -0.4061, -1.8915], [1.0166, -2.4730, -0.8550], [0.1441, -2.9927, -2.0404]],
  "forces_ev_per_angstrom": [[-0.1, -1.7, -3.1], [0.0, -1.6, 2.7], [0.2, 0.6, -0.2], [-1.3, 0.2, -3.1], [-0.6, -1.8, -2.0], [-5.4, -1.7, 2.5], [0.5, 2.5, 0.4], [1.2, -1.3, -1.1], [0.5, -0.6, 0.1], [2.9, 5.3, 1.0], [2.7, 0.0, -1.1], [0.9, -0.4, -0.7], [-3.1, -0.4, -0.3], [0.9, 1.4, 1.4], [-1.2, 0.4, 0.7], [-0.8, 0.1, 1.2], [2.7, 1.9, -1.3], [0.0, 0.6, -0.3], [-0.4, -0.4, 0.2], [0.1, 0.6, 2.2], [1.3, -0.8, 0.7], [0.4, 0.0, -0.2], [-2.4, -2.0, -1.1], [-1.9, -2.2, 0.6], [1.4, 1.0, 1.5], [1.6, 0.1, -1.1], [0.9, -0.2, 1.6], [-1.1, 0.6, -1.1]]
}